No. 1
This record from the Open Molecules 2025 dataset describes one molecule with the formula C4H7P. The level of theory is ωB97M-V/def2-TZVPD.

Summary:
Gap between HOMO and LUMO ... 9.12 eV
2S+1 ... 1
Calculated total energy ... -497.85817 a.u.
Lowest unoccupied orbital energy ... 0.28 eV
SMILES ... [H]/P=C/C1CC1
Relative energy (zero: lowest compared OMol25 entry of this formula, charge and spin) ... 179.76 kJ/mol

Structure (XYZ):
```
12
C4H7P (ωB97M-V/def2-TZVPD)
H 0.52359 0.01670 3.73233
P 0.42897 0.98607 2.77171
C 0.38370 0.07622 1.32650
C 0.43673 0.51259 -0.08626
C 0.50693 -0.47320 -1.22285
C -0.78853 0.27493 -0.92147
H 0.29871 -1.05967 1.38181
H 1.00220 1.55289 -0.28481
H 0.56500 -1.51040 -1.10605
H 0.85148 0.04665 -2.11399
H -0.98826 1.05255 -1.72004
H -1.66994 -0.06427 -0.42233
```

---

No. 2
This record from the Open Molecules 2025 dataset describes one molecule with the formula C3H4N4O. The level of theory is ωB97M-V/def2-TZVPD.

Summary:
Gap between HOMO and LUMO ... 8.29 eV
2S+1 ... 1
Calculated total energy ... -410.88854 a.u.
Lowest unoccupied orbital energy ... -0.03 eV
SMILES ... [H]/N=N/c1c[nH]c(=O)[nH]1
Relative energy (zero: lowest compared OMol25 entry of this formula, charge and spin) ... 301.26 kJ/mol

Structure (XYZ):
```
12
C3H4N4O (ωB97M-V/def2-TZVPD)
H 3.60800 -0.80672 -0.04996
N 2.49033 -0.91145 -0.06289
N 2.03543 0.20720 -0.10057
C 0.55954 0.20023 0.07019
C -0.30746 1.32115 -0.21131
N -1.50925 0.83228 0.27227
C -1.53630 -0.62432 0.03852
O -2.60370 -1.15814 -0.25561
N -0.25125 -0.92503 0.23095
H -0.11852 2.32416 -0.08157
H -2.47560 1.39598 -0.15799
H 0.10879 -1.85535 0.30797
```

---

No. 3
This record from the Open Molecules 2025 dataset describes one molecule with the formula C5H10O2S. The level of theory is ωB97M-V/def2-TZVPD.

Summary:
Gap between HOMO and LUMO ... 9.70 eV
2S+1 ... 1
Calculated total energy ... -745.11269 a.u.
Lowest unoccupied orbital energy ... 0.85 eV
SMILES ... CO[C@@H]1CCOCS1
Relative energy (zero: lowest compared OMol25 entry of this formula, charge and spin) ... 206.75 kJ/mol

Structure (XYZ):
```
18
C5H10O2S (ωB97M-V/def2-TZVPD)
C -1.99679 1.71381 0.27803
O -0.66521 1.25323 0.50269
C -0.55348 -0.12381 0.63139
C 0.78240 -0.60150 0.97671
C 1.86148 -0.06588 0.04955
O 1.58995 -0.21558 -1.39606
C 0.66714 -1.25644 -1.59572
S -1.11528 -0.89046 -0.91865
H -2.00393 2.87729 0.20010
H -2.36171 1.24428 -0.63697
H -2.67293 1.48724 1.06282
H -1.33164 -0.45833 1.39256
H 0.58253 -1.70147 1.02636
H 0.92310 -0.35052 1.98212
H 1.90324 1.05473 0.10389
H 2.85174 -0.48648 0.26764
H 0.49902 -1.26623 -2.73330
H 1.04037 -2.21387 -1.19317
```

---

No. 4
This record from the Open Molecules 2025 dataset describes C24H25ClN7PRhS as an isolated structure. The level of theory is ωB97M-V/def2-TZVPD.

Summary:
Gap between HOMO and LUMO (alpha / beta) ... 7.03 / 7.03 eV
2S+1 ... 1
Charge ... +1
Calculated total energy ... -2622.98159 a.u.
Lowest unoccupied orbital energy (alpha / beta) ... -2.52 / -2.52 eV
Relative energy (zero: lowest compared OMol25 entry of this formula, charge and spin) ... 36.79 kJ/mol

Structure (XYZ):
```
60
C24H25ClN7PRhS (ωB97M-V/def2-TZVPD)
Rh 0.79318 0.10971 0.40206
C -3.46826 -1.43032 3.70280
N -2.22607 -0.74958 3.37301
C -1.32743 -0.22338 4.25883
C -0.30649 0.28744 3.51542
N -0.56311 0.07853 2.19184
C -1.73081 -0.54934 2.12546
P -2.57867 -1.16992 0.63723
C -2.20462 0.21136 -0.47316
N -1.02806 0.74180 -0.75368
C -1.24481 1.73452 -1.65963
C -2.58043 1.80681 -1.93343
N -3.18256 0.84099 -1.17948
C -4.61156 0.56529 -1.13390
C -1.24796 -2.32128 0.18147
N 0.03632 -2.03459 0.13088
C 0.69006 -3.19094 -0.16708
C -0.22127 -4.20279 -0.28278
N -1.44839 -3.64557 -0.05911
C -2.71289 -4.36077 0.00121
H -3.65346 -1.34582 4.76953
H -3.40856 -2.48552 3.43960
H -4.30103 -0.98317 3.16417
H -1.47997 -0.25731 5.32296
H 0.57730 0.79875 3.85357
H -0.43901 2.32435 -2.06242
H -3.13549 2.45204 -2.59113
H -5.12431 1.26357 -1.78865
H -4.99186 0.68691 -0.12161
H -4.81640 -0.45012 -1.46758
H 1.76042 -3.23231 -0.27930
H -0.09074 -5.25066 -0.48895
H -2.58104 -5.35936 -0.40508
H -3.47490 -3.84384 -0.57779
H -3.05540 -4.44608 1.03200
S 3.07924 -0.47294 0.86122
C 3.01122 -0.84822 -0.81648
C 3.93872 -1.63010 -1.50865
C 3.70537 -1.88961 -2.84215
C 2.57115 -1.35905 -3.45953
C 1.71289 -0.58592 -2.71119
N 1.93126 -0.32721 -1.41945
H 4.80321 -2.02241 -0.99247
H 4.39179 -2.51001 -3.40337
H 2.37213 -1.53871 -4.50548
H 0.82166 -0.15576 -3.15120
Cl 4.64543 5.81724 -2.05827
C 3.68410 4.73025 -1.11993
C 2.30654 4.71838 -1.27752
C 1.54047 3.86095 -0.51226
C 2.11627 3.00788 0.43943
C 1.29167 2.21372 1.32504
C 3.51281 3.02231 0.55016
C 4.28880 3.87506 -0.21143
H 1.84548 5.39148 -1.98770
H 0.46090 3.86293 -0.61477
H 0.23663 2.44886 1.38395
H 1.76121 1.76871 2.19126
H 3.98502 2.35904 1.26311
H 5.36429 3.89368 -0.09959
```

---

The records above give, respectively, max |F| values of 3.45, 6.56, 3.62, 3.26 eV/A.